1.
DFT (the ωB97M-V functional and the def2-TZVPD basis) results for a cluster of 2 separate species, H3NO2S2 in total at a distorted geometry.

CARTESIAN COORDINATES (ANGSTROEM)
N1 -0.444 -0.213 -0.057
O1 1.706 0.238 2.136
O2 -0.851 -1.190 0.825
S1 2.290 -2.437 2.763
S2 1.314 -0.809 3.063
H1 -1.080 0.696 -0.193
H2 -0.388 -0.690 -1.042
H3 0.473 0.282 0.181

Values from the calculation:
HOMO-LUMO gap = 7.5212 eV
Energy = -1003.27963 a.u.
Energy above the lowest of the compared OMol25 structures with the same formula, charge and spin = 41.9 kcal/mol
Highest occupied orbital energy = -9.1 eV

2.
DFT (the ωB97M-V functional and the def2-TZVPD basis) results for the molecule H3NO2S2 at a distorted geometry.

CARTESIAN COORDINATES (ANGSTROEM)
N1 1.619 -0.105 -0.293
O1 -0.893 -0.469 -0.653
O2 -0.088 1.216 1.040
S1 -2.522 -0.716 0.033
S2 0.113 0.817 -0.312
H1 2.223 -0.514 0.418
H2 2.036 -0.392 -1.234
H3 -2.487 0.164 1.001

Values from the calculation:
HOMO-LUMO gap = 9.1795 eV
Energy = -1003.32513 a.u.
Energy above the lowest of the compared OMol25 structures with the same formula, charge and spin = 13.4 kcal/mol
Highest occupied orbital energy = -9.3 eV

3.
DFT (the ωB97M-V functional and the def2-TZVPD basis) results for the molecule H3NO2S2 at a distorted geometry.

CARTESIAN COORDINATES (ANGSTROEM)
N1 -1.200 -0.182 0.629
O1 0.236 -1.858 -0.723
O2 1.165 0.219 0.280
S1 2.846 0.046 0.142
S2 0.219 -1.134 0.523
H1 -0.971 0.816 0.653
H2 -1.766 -0.422 1.417
H3 3.064 0.096 -1.318

Values from the calculation:
HOMO-LUMO gap (spin up / spin down) = 6.8238 / 6.9051 eV
Energy = -1003.21341 a.u.
Energy above the lowest of the compared OMol25 structures with the same formula, charge and spin = 28.2 kcal/mol
Spin multiplicity = 3
Highest occupied orbital energy (spin up / spin down) = -6.3 / -9.8 eV
⟨S²⟩ = 2.01

4.
DFT (the ωB97M-V functional and the def2-TZVPD basis) results for the ion H3NO3P with charge -1 at a distorted geometry.

CARTESIAN COORDINATES (ANGSTROEM)
N1 -0.469 -0.420 0.846
O1 0.176 -1.665 0.468
O2 0.668 -0.127 -1.408
O3 0.118 1.942 0.079
P1 -0.541 0.508 -0.700
H1 -1.517 -0.730 1.243
H2 0.589 -1.322 -0.322
H3 0.976 1.814 -0.206

Values from the calculation:
Charge = -1
HOMO-LUMO gap = 7.8103 eV
Energy = -623.65516 a.u.
Energy above the lowest of the compared OMol25 structures with the same formula, charge and spin = 96.9 kcal/mol
Structure (SMILES) = [O-]P(O)NO
Highest occupied orbital energy = -3.1 eV

5.
DFT (the ωB97M-V functional and the def2-TZVPD basis) results for the ion H3NO3P with charge -1 at a distorted geometry.

CARTESIAN COORDINATES (ANGSTROEM)
N1 0.611 0.045 -0.092
O1 2.061 -0.768 0.312
O2 -1.368 -1.613 -0.341
O3 -1.690 0.776 0.445
P1 -0.837 -0.699 0.713
H1 0.795 0.918 0.394
H2 1.743 -1.655 0.121
H3 -2.087 0.643 -0.420

Values from the calculation:
Charge = -1
HOMO-LUMO gap = 7.8244 eV
Energy = -623.65395 a.u.
Energy above the lowest of the compared OMol25 structures with the same formula, charge and spin = 97.7 kcal/mol
Structure (SMILES) = [O-]P(O)NO
Highest occupied orbital energy = -3.3 eV

6.
DFT (the ωB97M-V functional and the def2-TZVPD basis) results for a cluster of 2 separate species, H3NO3PS in total at a distorted geometry.

CARTESIAN COORDINATES (ANGSTROEM)
N1 -1.103 -0.338 -0.734
O1 0.886 -1.219 0.821
O2 -0.622 0.381 1.790
O3 1.867 0.808 1.600
P1 -0.313 1.074 -0.672
S1 0.649 0.164 1.074
H1 -2.057 -0.574 -0.815
H2 -0.745 -1.183 -0.329
H3 1.439 0.885 -2.736

Values from the calculation:
Charge = -1
HOMO-LUMO gap (spin up / spin down) = 6.6270 / 8.6065 eV
Energy = -1021.76034 a.u.
Energy above the lowest of the compared OMol25 structures with the same formula, charge and spin = 80.3 kcal/mol
Highest occupied orbital energy (spin up / spin down) = -3.4 / -5.1 eV